1.
C17H15ClIN2O3SbSe4SiTc | wB97M-V/def2-TZVPD

Values from the calculation:
Total charge: +1
Kohn-Sham gap (alpha / beta) in hartree: 0.2243 / 0.2241
HOMO (alpha / beta) in eV: -10.7340 / -10.7322

Last column: natural (NBO) charge in e.
Atoms and positions in Å:
Tc  -1.439  1.117  -0.283  0.7774
Cl  -4.276  -3.519  3.905  0.0493
C  -3.879  -2.089  3.025  -0.0408
C  -4.633  -0.962  3.183  -0.2224
C  -4.325  0.233  2.489  -0.1748
I  -5.468  1.929  2.791  0.2455
C  -3.260  0.257  1.630  0.2269
O  -2.862  1.347  0.938  -0.5963
C  -2.502  -0.916  1.442  0.1007
N  -1.471  -0.797  0.550  -0.4242
C  -0.659  -1.824  0.384  0.1010
C  -0.838  -3.038  1.060  -0.2637
C  -1.892  -3.185  1.925  -0.0948
C  -2.764  -2.101  2.144  -0.0350
H  -5.477  -0.978  3.858  0.2546
H  0.160  -1.688  -0.310  0.2137
H  -0.143  -3.845  0.882  0.2432
H  -2.058  -4.118  2.445  0.2479
Se  0.111  4.477  -4.833  -0.4156
Sb  -0.158  2.215  -5.192  0.7206
Se  -2.391  0.342  -2.201  0.1143
Se  -3.060  2.321  -3.297  -0.0086
Se  -2.707  1.834  -5.538  -0.2410
O  -0.912  3.226  -0.905  -0.2296
N  0.223  3.077  -1.182  0.4434
O  0.522  1.705  -0.963  -0.7205
C  1.553  -0.218  -2.847  -1.1667
Si  2.067  1.010  -1.560  1.8798
C  3.005  2.462  -2.207  -1.1683
C  2.699  0.222  -0.012  -0.4913
C  3.080  -1.121  0.017  -0.2190
C  3.531  -1.707  1.192  -0.1985
C  3.601  -0.954  2.355  -0.1789
C  3.227  0.384  2.346  -0.2022
C  2.781  0.966  1.170  -0.2089
H  2.376  -0.900  -3.073  0.2675
H  1.277  0.282  -3.776  0.2499
H  0.701  -0.818  -2.521  0.2544
H  3.962  2.110  -2.600  0.2692
H  3.220  3.196  -1.430  0.2663
H  2.473  2.963  -3.018  0.2666
H  3.033  -1.723  -0.884  0.2134
H  3.832  -2.746  1.199  0.2260
H  3.954  -1.409  3.272  0.2294
H  3.288  0.971  3.252  0.2295
H  2.500  2.014  1.178  0.2108


2.
C17H15N2OsPSe2Te2 | wB97M-V/def2-TZVPD

Values from the calculation:
Energy above the lowest of the compared OMol25 structures with the same formula, charge and spin in kJ/mol: 0.0
Total charge: +2
2S+1: 5
Kohn-Sham gap (alpha / beta) in hartree: 0.2434 / 0.2123
HOMO (alpha / beta) in eV: -13.8908 / -14.6519
<S²>: 6.04

Last column: Mulliken spin population.
Atoms and positions in Å:
Os  -1.885  -1.233  -0.373  2.2113
N  -0.382  1.577  -0.550  0.0021
P  0.132  0.059  -1.164  0.1973
C  1.824  0.453  -1.641  0.0775
C  2.375  -0.273  -2.695  0.0241
C  3.710  -0.091  -3.027  0.0027
C  4.478  0.821  -2.318  -0.0007
C  3.919  1.558  -1.277  0.0041
C  2.591  1.374  -0.927  0.0078
C  0.377  -0.924  0.385  -0.0376
C  0.363  -0.382  1.690  -0.0236
C  0.719  -1.162  2.765  0.0105
C  1.099  -2.496  2.572  0.0134
C  1.142  -3.043  1.302  -0.0070
C  0.787  -2.261  0.210  0.0523
C  -1.535  1.757  0.166  0.0213
C  -1.949  3.025  0.585  0.0101
C  -3.048  3.131  1.394  0.0061
C  -3.734  1.975  1.797  0.0094
C  -3.307  0.775  1.319  -0.0024
N  -2.226  0.652  0.496  0.0394
H  0.030  2.406  -0.957  -0.0006
H  1.765  -0.967  -3.264  -0.0018
H  4.144  -0.651  -3.845  0.0001
H  5.519  0.962  -2.575  0.0001
H  4.522  2.274  -0.734  0.0004
H  2.178  1.928  -0.091  0.0022
H  0.104  0.657  1.849  -0.0088
H  0.721  -0.738  3.761  0.0011
H  1.375  -3.102  3.426  0.0006
H  1.461  -4.066  1.154  -0.0003
H  0.882  -2.665  -0.793  0.0064
H  -1.390  3.898  0.271  0.0003
H  -3.383  4.106  1.724  -0.0003
H  -4.585  2.024  2.460  0.0004
H  -3.814  -0.146  1.575  -0.0112
Se  -3.642  -0.780  -1.961  0.1798
Te  -5.463  -2.231  -1.115  0.4010
Te  -4.093  -4.531  -0.820  0.5019
Se  -1.784  -3.672  -0.774  0.3107


3.
C17H15N5O3S2 | wB97M-V/def2-TZVPD

Values from the calculation:
SMILES: CC(C)S(=O)(=O)c1nsc2nc(=O)c(/C=C3\C=Nc4ccccc43)c(N)n12
Energy above the lowest of the compared OMol25 structures with the same formula, charge and spin in kJ/mol: 0.0
Total charge: 0
Kohn-Sham gap in hartree: 0.2875
HOMO in eV: -8.7552

Last column: natural (NBO) charge in e.
Atoms and positions in Å:
O  -2.394  -1.217  2.230  -0.5649
O  0.757  3.634  -1.962  -0.9309
O  -0.295  3.562  -4.055  -0.8622
N  0.212  0.883  5.006  -0.3647
N  -3.189  -0.059  0.380  -0.5049
N  -2.742  2.125  -2.627  -0.5284
S  -4.082  1.484  -1.730  0.5676
C  -2.116  -0.519  1.244  0.6117
C  -0.049  0.752  3.730  0.0799
C  -2.928  0.828  -0.537  0.2738
C  -1.603  2.066  -1.993  0.1495
C  -0.746  -0.031  1.081  -0.2829
C  -0.574  0.964  0.147  0.4395
C  0.411  -0.657  1.740  -0.1100
C  0.764  -0.243  3.007  -0.0535
C  3.375  -0.788  6.281  -0.2085
C  3.593  -1.549  5.128  -0.2151
C  2.341  0.060  6.261  -0.2091
C  2.783  -1.456  4.003  -0.1617
C  1.462  0.196  5.137  0.1379
C  1.768  -0.506  3.973  -0.1295
N  0.618  1.595  -0.108  -0.8385
N  -1.672  1.386  -0.731  -0.4561
C  -0.083  0.165  -3.923  -0.6254
C  2.197  1.427  -3.829  -0.6404
C  0.842  1.162  -3.193  -0.4155
S  -0.051  2.768  -2.851  2.0564
H  -0.933  1.246  3.393  0.2059
H  0.824  -1.477  1.123  0.2276
H  4.131  -1.036  7.070  0.2270
H  4.540  -2.119  5.098  0.2081
H  2.232  0.598  7.201  0.2223
H  2.926  -2.080  3.198  0.2033
H  1.385  1.210  0.375  0.4098
H  0.649  2.543  -0.409  0.4369
H  -0.799  0.750  -4.401  0.2289
H  0.470  -0.316  -4.671  0.2340
H  -0.651  -0.469  -3.242  0.2237
H  2.946  2.042  -3.275  0.2416
H  2.763  0.490  -4.154  0.2349
H  2.056  2.030  -4.692  0.2291
H  1.086  0.779  -2.196  0.2529


4.
C17H16ClN3O6 | wB97M-V/def2-TZVPD

Values from the calculation:
SMILES: CC(=O)c1c(C)[nH]c(C(=O)OCC(=O)Nc2ccc(Cl)cc2[N+](=O)[O-])c1C
Total charge: 0
Kohn-Sham gap in hartree: 0.2975
HOMO in eV: -8.8974

Last column: natural (NBO) charge in e.
Atoms and positions in Å:
O  0.889  -1.984  1.009  -0.6353
O  -3.474  -1.553  -3.907  -0.5497
O  -0.677  0.102  4.577  -0.5939
O  3.714  0.766  0.698  -0.3653
O  1.661  0.755  0.147  -0.3750
Cl  4.059  4.917  3.907  0.0229
O  -1.310  -1.556  1.613  -0.5066
C  -0.304  -1.782  0.698  0.7619
C  -2.355  -1.046  -3.932  0.5773
C  -0.538  -0.163  3.393  0.6566
C  -1.383  -1.270  -2.857  -0.2657
C  -0.561  -1.714  -0.736  -0.0437
C  -1.713  -1.433  -1.457  0.0752
C  -0.031  -1.487  -2.966  0.2466
C  1.805  3.473  4.309  -0.1891
C  0.924  2.459  3.995  -0.2401
C  3.128  2.893  2.404  -0.1755
C  2.913  3.679  3.536  -0.0566
C  1.098  1.638  2.863  0.2595
C  2.207  1.867  2.028  -0.0228
N  0.434  -1.789  -1.683  -0.4809
N  0.238  0.587  2.551  -0.6380
N  2.538  1.064  0.895  0.5273
C  -2.063  -0.222  -5.145  -0.7075
C  -3.059  -1.105  -0.938  -0.6563
C  0.795  -1.491  -4.232  -0.6565
C  -1.003  -1.560  3.001  -0.1518
H  1.622  4.112  5.156  0.2362
H  0.052  2.371  4.681  0.2673
H  3.969  3.080  1.742  0.2511
H  1.403  -1.968  -1.447  0.4352
H  0.417  0.170  1.629  0.4319
H  -2.892  0.445  -5.281  0.2480
H  -1.946  -0.868  -6.015  0.2364
H  -1.131  0.307  -5.018  0.2075
H  -3.105  -1.048  0.149  0.2289
H  -3.407  -0.141  -1.295  0.2235
H  -3.828  -1.846  -1.244  0.2444
H  0.143  -1.564  -5.134  0.2363
H  1.432  -0.598  -4.276  0.2359
H  1.408  -2.395  -4.201  0.2321
H  -1.881  -1.825  3.584  0.2342
H  -0.187  -2.275  3.199  0.2344


5.
C17H16ClNO4 | wB97M-V/def2-TZVPD

Values from the calculation:
SMILES: COC(=O)c1cc(CNC(=O)c2cccc(Cl)c2)ccc1OC
Energy above the lowest of the compared OMol25 structures with the same formula, charge and spin in kJ/mol: 68.3
Total charge: 0
Kohn-Sham gap in hartree: 0.3402
HOMO in eV: -8.6797

Last column: natural (NBO) charge in e.
Atoms and positions in Å:
C  4.390  -0.529  -0.466  -0.2582
H  5.200  -0.663  0.255  0.1931
H  4.657  0.221  -1.206  0.1957
H  4.188  -1.489  -0.946  0.1917
O  3.226  -0.047  0.184  -0.5104
C  2.738  -0.827  1.167  0.7760
O  3.251  -1.869  1.485  -0.5729
C  1.508  -0.242  1.755  -0.2261
C  0.736  0.637  1.009  -0.1332
C  -0.442  1.171  1.510  -0.0901
C  -0.843  0.809  2.788  -0.1578
C  -0.082  -0.053  3.557  -0.3341
C  1.102  -0.595  3.059  0.4248
O  1.908  -1.421  3.751  -0.4831
C  1.550  -1.802  5.057  -0.2536
H  1.493  -0.939  5.728  0.1757
H  2.344  -2.468  5.392  0.2067
H  0.597  -2.341  5.074  0.1767
H  -0.421  -0.302  4.549  0.2215
H  -1.758  1.210  3.199  0.2097
C  -1.272  2.086  0.648  -0.2429
N  -1.793  1.386  -0.510  -0.6025
C  -1.283  1.575  -1.751  0.6437
O  -0.432  2.405  -1.999  -0.6174
C  -1.867  0.688  -2.806  -0.0574
C  -1.039  0.313  -3.858  -0.2203
C  -1.534  -0.498  -4.864  -0.0252
C  -2.853  -0.927  -4.847  -0.2240
C  -3.678  -0.530  -3.809  -0.1989
C  -3.193  0.270  -2.789  -0.2175
H  -3.858  0.591  -2.001  0.2139
H  -4.710  -0.848  -3.799  0.2198
H  -3.227  -1.555  -5.640  0.2294
Cl  -0.499  -0.978  -6.160  0.0127
H  -0.018  0.664  -3.875  0.2479
H  -2.382  0.588  -0.335  0.3972
H  -2.106  2.502  1.222  0.1997
H  -0.659  2.902  0.256  0.2486
H  1.062  0.905  0.015  0.2410


6.
C17H16ClNO4OsSTe | wB97M-V/def2-TZVPD

Values from the calculation:
Energy above the lowest of the compared OMol25 structures with the same formula, charge and spin in kJ/mol: 228.4
Total charge: +1
2S+1: 2
Kohn-Sham gap (alpha / beta) in hartree: 0.1401 / 0.1286
HOMO (alpha / beta) in eV: -9.2379 / -8.9764
<S²>: 0.81

Last column: Mulliken spin population.
Atoms and positions in Å:
Os  0.432  -0.538  1.017  0.8767
O  3.324  -3.236  -0.739  0.0044
C  2.557  -2.228  -0.346  -0.0030
O  1.397  -2.419  0.088  0.0038
C  3.094  -0.893  -0.430  0.0049
C  4.404  -0.582  -0.817  -0.0019
C  4.804  0.735  -0.851  0.0000
C  3.877  1.733  -0.522  0.0001
C  2.600  1.366  -0.156  -0.0044
N  2.199  0.081  -0.080  0.0165
C  1.552  2.396  0.121  0.0010
O  1.834  3.596  0.043  0.0043
O  0.390  1.971  0.407  -0.0256
H  2.875  -4.088  -0.615  -0.0005
H  5.071  -1.391  -1.077  0.0009
H  5.806  1.004  -1.144  0.0001
H  4.121  2.782  -0.541  -0.0002
C  -0.677  4.612  -1.145  -0.0024
Te  -0.433  4.422  0.975  0.0340
C  -2.341  3.471  1.301  -0.0001
H  -0.643  3.631  -1.611  0.0008
H  0.149  5.218  -1.503  0.0003
H  -1.617  5.105  -1.371  0.0003
H  -3.152  4.171  1.128  0.0005
H  -2.374  3.124  2.329  0.0006
H  -2.419  2.620  0.632  0.0008
Cl  -4.082  -5.629  -1.513  0.0052
C  -3.360  -4.221  -0.856  0.0311
C  -3.060  -4.151  0.507  -0.0126
C  -2.483  -3.014  1.022  0.0209
C  -2.206  -1.898  0.200  -0.0211
C  -1.746  -0.649  0.757  0.0319
C  -2.495  -2.011  -1.177  0.0180
C  -3.073  -3.143  -1.695  -0.0100
H  -3.292  -4.988  1.147  -0.0006
H  -2.269  -2.944  2.078  -0.0013
H  -2.140  -0.473  1.764  0.0207
H  -1.937  0.195  0.088  0.0143
H  -2.284  -1.172  -1.825  0.0003
H  -3.323  -3.202  -2.743  -0.0006
S  0.463  0.607  4.292  0.0337
C  0.456  0.030  2.859  -0.0414